Record 1
Entry from the OMol25 dataset: a molecular structure, C20H14F5FeIN2OS (ωB97M-V with the def2-TZVPD basis set).

Output
- LUMO (alpha / beta): -4.48 / -3.88 eV
- ⟨S²⟩: 1.134
- E_HOMO (alpha / beta): -11.36 / -11.45 eV

Geometry as ORCA input:
```
! wB97M-V def2-TZVPD RIJCOSX def2/J DEFGRID3
* xyz 1 2
Fe -0.4937 -0.4330 0.1088
I -2.2050 -2.0375 -1.1501
C -3.1116 -0.3477 -1.9190
C -4.2588 -0.4300 -2.6420
C -4.7975 0.7625 -3.1856
C -4.1568 1.9507 -3.0095
C -2.9474 2.0340 -2.2695
C -2.2410 3.2528 -2.1358
C -1.0543 3.3047 -1.4668
C -0.5358 2.1429 -0.8441
C -1.2241 0.9648 -0.9207
C -2.4206 0.8593 -1.6763
H -4.7508 -1.3767 -2.8170
H -5.7143 0.7125 -3.7564
H -4.5591 2.8563 -3.4459
H -2.6462 4.1416 -2.6029
H -0.5036 4.2352 -1.4070
H 0.4147 2.1939 -0.3341
F 4.8587 -3.6891 2.0907
C 3.9737 -2.8839 1.5202
C 4.3960 -1.7750 0.8027
F 5.6928 -1.5129 0.6962
C 3.4750 -0.9331 0.2008
F 3.9156 0.1330 -0.4732
C 2.1061 -1.1754 0.2820
O 1.2297 -0.3565 -0.3218
C 1.7225 -2.2925 1.0105
F 0.3925 -2.5403 1.1245
C 2.6170 -3.1446 1.6271
F 2.1844 -4.1976 2.3054
S -0.4521 0.2660 2.2651
C 0.9283 1.3449 2.3290
N 2.1398 0.8708 2.5407
C 3.3283 1.7198 2.6729
C 2.9036 3.0473 3.2771
C 1.7979 3.6476 2.4247
N 0.7308 2.6517 2.2622
H 2.2240 -0.1320 2.6030
H 3.7775 1.8580 1.6867
H 4.0467 1.1974 3.3004
H 3.7508 3.7277 3.3298
H 2.5336 2.8847 4.2911
H 2.1773 3.9304 1.4404
H 1.3650 4.5312 2.8881
H -0.2271 2.9457 2.1502
*
```


Record 2
Entry from the OMol25 dataset: a molecular structure, C16H13N2O3Pt (ωB97M-V with the def2-TZVPD basis set).

Output
- LUMO: -3.67 eV
- ΔE to the lowest compared entry with this formula, charge and spin: 0.0 kcal per mole
- E_HOMO: -12.24 eV

Geometry as ORCA input:
```
! wB97M-V def2-TZVPD RIJCOSX def2/J DEFGRID3
* xyz 1 1
Pt 0.3736 -0.6590 -0.0003
O 4.1253 0.6019 0.0003
C 2.9338 0.4792 0.0001
O 2.3086 -0.6836 -0.0001
C 1.9987 1.6550 0.0002
C 2.5145 2.9535 0.0004
C 1.6410 3.9973 0.0003
C 0.2538 3.7456 0.0001
C -0.6916 4.7998 0.0000
C -2.0278 4.5351 -0.0002
C -2.4772 3.1986 -0.0005
C -1.5876 2.1637 -0.0004
C -0.2014 2.4068 -0.0001
N 0.7039 1.3696 0.0000
H 3.5884 3.0705 0.0005
H 1.9927 5.0214 0.0005
H -0.3278 5.8192 0.0001
H -2.7464 5.3427 -0.0002
H -3.5400 2.9970 -0.0007
H -1.9264 1.1461 -0.0006
O -1.7289 -1.1222 0.0002
C -2.0962 -2.5090 0.0004
C -0.8509 -3.3417 0.0002
C -0.9244 -4.7230 0.0003
C 0.2468 -5.4566 0.0000
C 1.4604 -4.7833 -0.0004
C 1.4639 -3.4068 -0.0005
N 0.3198 -2.6961 -0.0002
H -2.5171 -0.5721 0.0004
H -2.6922 -2.7288 -0.8877
H -2.6918 -2.7287 0.8888
H -1.8916 -5.2072 0.0006
H 0.2147 -6.5374 0.0001
H 2.4007 -5.3143 -0.0007
H 2.3786 -2.8331 -0.0008
*
```


Record 3
Entry from the OMol25 dataset: a molecular structure, C30H38AuBN11O10S at a distorted geometry (ωB97M-V with the def2-TZVPD basis set).

Output
- LUMO: -4.87 eV
- ΔE to the lowest compared entry with this formula, charge and spin: 32.0 kcal per mole
- E_HOMO: -11.67 eV

Geometry as ORCA input:
```
! wB97M-V def2-TZVPD RIJCOSX def2/J DEFGRID3
* xyz 1 1
Au 0.0990 0.1601 0.0427
C 3.7910 1.3305 0.1827
C 3.3448 -0.0584 -0.1299
C 4.1230 -1.1317 -0.5509
C 3.3298 -2.2662 -0.4512
C 3.6704 -3.6763 -0.7884
N 2.1281 -1.8959 0.0064
N 2.1293 -0.5369 0.1910
B 1.0156 -2.7381 0.7209
N 0.6052 -1.8946 1.9809
N 0.1656 -0.6084 1.8960
C 0.1395 -0.0418 3.1033
C -0.2013 1.3965 3.3203
C 0.5321 -1.0169 4.0171
C 0.8280 -2.1563 3.2788
C 1.2902 -3.4843 3.7749
N -0.1919 -2.9101 -0.1967
N -0.9361 -1.8176 -0.4560
C -1.8782 -2.1606 -1.3323
C -2.8780 -1.1810 -1.8553
C -1.7598 -3.5322 -1.5998
C -0.6736 -3.9746 -0.8672
C -0.0863 -5.3489 -0.8044
H 4.5866 1.2725 0.9277
H 2.9843 1.9223 0.6072
H 4.1974 1.8375 -0.6921
H 5.1556 -1.0933 -0.8626
H 4.7465 -3.7791 -0.9025
H 3.2010 -3.9558 -1.7336
H 3.3265 -4.3709 -0.0210
H 1.4418 -3.8017 1.0553
H -0.3685 1.9116 2.3730
H 0.6217 1.8978 3.8300
H -1.0875 1.4959 3.9491
H 0.6059 -0.9095 5.0882
H 1.2629 -3.4915 4.8613
H 2.3102 -3.6926 3.4496
H 0.6490 -4.2855 3.4064
H -2.4073 -0.2167 -2.0474
H -3.6936 -1.0373 -1.1410
H -3.3088 -1.5495 -2.7841
H -2.3905 -4.1233 -2.2478
H -0.8547 -6.0850 -1.0304
H 0.3327 -5.5682 0.1779
H 0.7130 -5.4605 -1.5410
O 1.8732 0.0497 -3.1620
C 1.2686 0.8833 -2.5453
O 0.1144 0.6585 -1.8838
C 1.7011 2.3386 -2.6365
C 1.5311 3.2086 -1.5744
C 1.9594 4.5174 -1.6729
C 2.5292 5.0106 -2.8243
C 2.6909 4.1263 -3.8715
C 2.3037 2.8013 -3.8006
N 3.3364 4.6179 -5.1155
O 3.7604 5.7574 -5.1086
O 3.3960 3.8453 -6.0506
N 1.8529 5.3767 -0.4760
O 1.6867 4.8093 0.5972
O 1.9527 6.5738 -0.6236
H 1.0975 2.8844 -0.6446
H 2.8575 6.0369 -2.9028
H 2.4712 2.1404 -4.6397
C -0.4431 5.4665 4.8788
C -1.9636 5.3239 4.8248
S -2.5717 5.3066 3.1280
O -1.4775 5.0039 2.2342
O -3.3732 6.4752 2.8946
C -3.6639 3.8746 3.0847
C -4.1304 3.5100 1.6725
N -3.1016 2.9509 0.7765
C -2.5748 1.7232 0.9053
N -1.6218 1.5344 -0.0034
C -1.5184 2.6850 -0.7427
C -2.4248 3.5600 -0.2669
N -2.6037 4.9136 -0.7422
O -3.6463 5.4835 -0.4728
O -1.6919 5.3631 -1.4032
C -3.0755 0.6746 1.8365
H -0.0794 5.2055 5.8716
H -0.1377 6.4861 4.6511
H 0.0334 4.8163 4.1472
H -2.4883 6.1548 5.2936
H -2.3030 4.3866 5.2728
H -4.5398 4.1534 3.6744
H -3.1278 3.0581 3.5728
H -4.5509 4.3812 1.1877
H -4.9117 2.7602 1.7610
H -0.8701 2.7843 -1.5954
H -4.1500 0.5328 1.7101
H -2.8928 0.9273 2.8827
H -2.5698 -0.2644 1.6141
*
```


Record 4
Entry from the OMol25 dataset: 2 unconnected molecules or ions with the total composition C3H10NO2 at a distorted geometry (ωB97M-V with the def2-TZVPD basis set).

Output
- LUMO: 4.30 eV
- ΔE to the lowest compared entry with this formula, charge and spin: 14.4 kcal per mole
- E_HOMO: -3.91 eV

Geometry as ORCA input:
```
! wB97M-V def2-TZVPD RIJCOSX def2/J DEFGRID3
* xyz -1 1
C 1.0159 -0.4534 0.5132
O 1.0044 -0.8535 -0.7768
C -0.4913 -0.2715 1.0472
C -1.0767 0.9901 0.3600
N -1.1754 -1.5481 0.6801
H 1.5704 0.4253 0.9106
H 1.3359 -1.2966 1.1830
H -0.5904 -0.1190 2.1505
H -0.5787 0.9953 -0.6277
H -2.1357 0.9766 0.2117
H -0.6879 1.9092 0.7830
H -2.1058 -1.2322 0.4194
H -0.6766 -1.6145 -0.2235
H 1.2735 0.2499 -1.5173
H 1.4482 0.8472 -2.9833
O 1.8702 0.9953 -2.1301
*
```


Record 5
Entry from the OMol25 dataset: a molecular structure, C36H30B3F18O36Y at a distorted geometry (ωB97M-V with the def2-TZVPD basis set).

Output
- LUMO: -1.81 eV
- ΔE to the lowest compared entry with this formula, charge and spin: 0.0 kcal per mole
- E_HOMO: -9.67 eV

Geometry as ORCA input:
```
! wB97M-V def2-TZVPD RIJCOSX def2/J DEFGRID3
* xyz 0 1
Y 0.4213 0.3612 0.2304
O 4.2118 0.7097 3.6353
C 4.5305 -0.2038 2.8606
O 5.6174 -1.0120 2.8575
B 5.4891 -1.9617 1.6799
O 4.2628 -1.5353 0.9952
C 3.5779 -0.6351 1.6652
O 2.4843 -0.1526 1.2518
O 5.4755 -3.3553 2.0712
C 6.3237 -4.0470 1.3123
O 6.4325 -5.2602 1.1692
C 7.0916 -2.9292 0.4583
O 6.7198 -1.7940 0.8620
O 7.8622 -3.1613 -0.4781
O -1.6431 3.0756 -3.7289
C -2.0433 3.3554 -2.6140
O -2.9959 4.2072 -2.3976
B -3.3981 4.2041 -0.9924
O -2.4019 3.3271 -0.3366
C -1.5444 2.8253 -1.2183
O -0.5995 2.0658 -1.0040
O -3.4312 5.5707 -0.3818
C -4.5964 5.7737 0.1905
O -4.9262 6.7940 0.8700
C -5.4735 4.4856 -0.0752
O -4.7277 3.6375 -0.7508
O -6.5804 4.2352 0.4891
O 1.9150 -1.5363 4.3262
C 0.9188 -2.2053 4.1465
O 0.4236 -3.3189 4.7869
B -0.8856 -3.6488 4.1552
O -1.0511 -2.7418 2.9949
C -0.0495 -1.9057 2.9447
O 0.0786 -0.9700 2.1294
O -2.0118 -3.4854 5.1376
C -2.5463 -4.6765 5.4288
O -3.4938 -4.7985 6.1892
C -1.8538 -5.7284 4.5518
O -0.9458 -5.1136 3.8445
O -2.1840 -6.9253 4.5259
C 0.2948 -4.6854 -3.9624
C 0.9505 -4.6709 -2.5501
O 0.9361 -3.3088 -2.0674
C 1.3147 -2.9233 -0.8117
O 1.2360 -1.7716 -0.4209
C 1.8666 -4.0179 0.1704
F 3.0114 -4.4395 -0.3749
F 2.0540 -3.5992 1.3927
F 1.0780 -5.1358 0.2872
H 1.0721 -4.2494 -4.5900
H -0.6508 -4.1458 -3.9101
H 0.0805 -5.6236 -4.4743
H 1.9316 -5.1291 -2.6755
H 0.3553 -5.2765 -1.8668
C 0.8047 6.3491 0.3197
C 1.9181 5.4787 -0.2898
O 1.7102 4.1071 -0.0732
C 1.8642 3.4494 1.0727
O 1.4036 2.2782 1.1784
C 2.4719 4.1576 2.3644
F 3.4708 5.0210 2.0753
F 1.5609 4.9500 2.9927
F 2.9775 3.2173 3.1538
H 0.6446 7.3096 -0.1701
H 0.9847 6.4412 1.3908
H -0.1420 5.8290 0.1735
H 2.9136 5.8246 -0.0116
H 1.8240 5.5381 -1.3742
C 5.5490 -0.7295 -3.3570
C 4.7699 -0.2574 -2.1321
O 4.1448 0.7843 -2.6706
C 2.9706 1.3429 -2.1732
O 2.2724 0.8063 -1.3365
C 2.5110 2.6525 -2.9194
F 2.7776 2.5432 -4.1995
F 1.2455 2.7686 -2.8066
F 3.1671 3.6877 -2.4503
H 6.4212 -0.1054 -3.5517
H 4.8893 -0.7795 -4.2233
H 5.8447 -1.7532 -3.1275
H 5.5048 -0.0109 -1.3658
H 4.0335 -1.0011 -1.8274
C -5.8635 0.4682 0.0322
C -4.3351 0.2646 0.2313
O -3.9685 -1.0416 -0.1719
C -2.7015 -1.4803 -0.2697
O -1.6630 -0.7786 -0.1166
C -2.5864 -3.0061 -0.5656
F -1.7397 -3.5191 0.3842
F -3.7051 -3.6478 -0.6134
F -1.9557 -3.0807 -1.7415
H -6.4010 -0.3416 0.5256
H -6.1527 0.4776 -1.0187
H -6.1170 1.4273 0.4838
H -4.0447 0.2446 1.2817
H -3.6964 0.9812 -0.2850
C -3.3864 -0.0153 -4.9026
C -2.4072 -0.3549 -3.8177
O -1.1604 -0.4860 -4.4306
C -0.1013 -0.5767 -3.6566
O -0.0598 -0.4160 -2.4199
C 1.1898 -0.8661 -4.4992
F 1.4171 0.2515 -5.2203
F 2.2048 -1.1087 -3.6699
F 0.9741 -1.8396 -5.3823
H -3.2223 -0.6068 -5.8033
H -3.4144 1.0514 -5.1255
H -4.4127 -0.2481 -4.6190
H -2.5495 -1.2648 -3.2345
H -2.4658 0.3318 -2.9733
C -4.2055 -0.3654 4.3173
C -2.8695 -0.1355 3.6447
O -2.6514 1.2498 3.5625
C -1.7696 1.9158 2.7609
O -1.0653 1.4215 1.8664
C -1.7793 3.4388 3.0804
F -1.1209 4.1988 2.1626
F -3.0964 3.8828 3.1836
F -1.1888 3.6340 4.2714
H -4.9775 -0.0137 3.6329
H -4.2829 0.1188 5.2908
H -4.2564 -1.4510 4.4007
H -2.8215 -0.5237 2.6272
H -2.0826 -0.6389 4.2064
*
```


Record 6
Entry from the OMol25 dataset: a single C12H12NOP molecule at a distorted geometry (ωB97M-V with the def2-TZVPD basis set).

Output
- LUMO (alpha / beta): -0.94 / -0.94 eV
- ΔE to the lowest compared entry with this formula, charge and spin: 38.9 kcal per mole
- SMILES string: [H]/N=P/C1=C2c3ccccc3O[C@H]2CCC1
- E_HOMO (alpha / beta): -7.66 / -7.66 eV

Geometry as ORCA input:
```
! wB97M-V def2-TZVPD RIJCOSX def2/J DEFGRID3
* xyz 0 1
H 1.7351 4.4701 -1.7063
N 1.1130 3.7494 -1.2927
P 1.8064 2.3496 -0.9253
C 0.2333 1.4298 -0.9304
C 0.1117 0.0476 -0.2743
C 0.8051 -0.8430 0.4314
C 2.0869 -0.7936 0.9667
C 2.6178 -1.8674 1.7161
C 1.9213 -3.0883 1.7107
C 0.6266 -3.1431 1.1907
C 0.0831 -2.0286 0.5954
O -1.1483 -1.9621 -0.0437
C -1.1418 -0.5953 -0.6548
C -2.4302 0.2661 -0.0738
C -2.1718 1.6974 -0.3258
C -1.0222 1.9446 -1.4314
H 2.3898 0.2780 0.9441
H 3.5942 -1.7148 2.2063
H 2.3199 -4.0042 2.0738
H 0.2062 -4.1335 1.2325
H -1.0815 -0.6316 -1.7580
H -2.2127 -0.0217 1.0163
H -3.1614 -0.2355 -0.6245
H -1.8894 2.2657 0.6152
H -3.0397 2.1517 -0.7738
H -1.0312 3.0223 -1.5037
H -1.3204 1.3905 -2.3807
*
```


Number 1: molecular weight 608.2 g/mol. Number 2: molecular weight 476.4 g/mol. Number 3: molecular weight 952.5 g/mol. Number 4: molecular weight 92.1 g/mol. Number 5: molecular weight 1501.9 g/mol. Number 6: molecular weight 217.2 g/mol.